# 1
{
  "formula": "C23H65N13O11",
  "method": "ωB97M-V with the def2-TZVPD basis set",
  "elements": ["C", "O", "C", "C", "N", "C", "C", "O", "C", "H", "H", "H", "H", "H", "H", "H", "H", "H", "H", "H", "H", "H", "H", "H", "C", "O", "C", "C", "N", "C", "C", "O", "C", "H", "H", "H", "H", "H", "H", "H", "H", "H", "H", "H", "H", "H", "H", "H", "C", "O", "C", "C", "N", "C", "C", "O", "C", "H", "H", "H", "H", "H", "H", "H", "H", "H", "H", "H", "H", "H", "H", "H", "N", "C", "N", "O", "H", "H", "H", "H", "N", "C", "N", "O", "H", "H", "H", "H", "N", "C", "N", "O", "H", "H", "H", "H", "N", "C", "N", "O", "H", "H", "H", "H", "N", "C", "N", "O", "H", "H", "H", "H"],
  "xyz": [[-2.193942, 1.999514, 4.013333], [-2.561302, 0.837231, 3.327709], [-3.636421, 0.143627, 3.969626], [-4.149944, -0.968442, 3.064097], [-4.787405, -0.605739, 1.799369], [-3.945572, -0.097912, 0.753969], [-4.650652, 0.288088, -0.466041], [-5.348060, 1.480683, -0.340538], [-5.757393, 2.081912, -1.551158], [-1.190605, 2.320292, 3.699091], [-2.211917, 1.901242, 5.094854], [-2.916308, 2.802637, 3.712265], [-4.364512, 0.888696, 4.234325], [-3.357188, -0.404180, 4.833512], [-4.895474, -1.624455, 3.555787], [-3.303084, -1.683907, 2.885838], [-5.292702, -1.418783, 1.449902], [-3.185916, -0.761170, 0.465541], [-3.348199, 0.745262, 1.179034], [-5.323776, -0.516660, -0.881409], [-3.886146, 0.396246, -1.171758], [-5.512235, 1.510808, -2.436062], [-5.322678, 3.072397, -1.571373], [-6.876000, 2.267538, -1.548811], [1.170075, 4.237120, -4.853517], [1.336643, 3.550746, -6.082240], [2.561445, 2.860618, -6.159673], [2.791262, 1.760855, -5.150829], [1.672560, 0.725801, -5.203165], [1.775545, -0.346448, -4.272868], [0.564783, -1.275642, -4.158101], [-0.505793, -0.745446, -3.388378], [-0.685435, -1.313637, -2.018349], [2.109872, 4.739028, -4.644201], [1.062657, 3.482530, -4.122167], [0.279503, 4.881988, -5.024066], [3.363761, 3.567428, -5.996900], [2.613140, 2.530706, -7.207260], [2.978926, 2.151171, -4.112379], [3.698281, 1.203035, -5.525622], [0.819842, 1.278929, -5.076466], [2.092204, 0.056033, -3.243149], [2.630070, -1.017548, -4.548416], [0.792802, -2.290768, -3.738695], [0.243703, -1.455924, -5.190166], [-1.430266, -0.741485, -1.566795], [0.206864, -1.244418, -1.454694], [-0.970417, -2.366620, -2.089207], [3.076898, 0.679612, -0.984493], [3.114949, 1.708328, 0.043267], [2.456050, 2.886549, -0.320819], [1.073300, 2.652909, -1.006890], [0.298153, 1.809129, -0.134521], [-1.157744, 1.779430, -0.432601], [-1.992394, 3.063366, -0.175461], [-1.570005, 4.060723, -1.126248], [-2.475638, 5.175325, -1.131612], [2.084617, 0.527897, -1.359683], [3.600803, -0.218269, -0.641590], [3.674493, 0.941688, -1.873533], [3.154329, 3.517672, -0.868782], [2.193169, 3.444001, 0.617683], [0.995955, 2.248225, -2.107119], [0.588234, 3.637325, -1.058772], [0.449641, 2.124165, 0.838306], [-1.633243, 0.960532, 0.066649], [-1.274843, 1.614708, -1.470333], [-1.754555, 3.460344, 0.805808], [-3.072182, 2.849426, -0.266445], [-2.506030, 5.794760, -0.169781], [-3.488166, 4.868250, -1.318677], [-2.086939, 5.872912, -1.854110], [6.314638, -2.440049, 3.298592], [5.100684, -1.789625, 3.483955], [4.138962, -2.175491, 2.598435], [4.832428, -1.046620, 4.407126], [6.402353, -3.034451, 2.481972], [7.124062, -2.151539, 3.825764], [4.321576, -2.992539, 2.020537], [3.178737, -1.840588, 2.712087], [1.838959, -5.354620, 0.486443], [3.082116, -5.200146, 0.058426], [3.602254, -6.269495, -0.598157], [3.792016, -4.251070, 0.349020], [1.376620, -4.563448, 0.905547], [1.265791, -6.159901, 0.286011], [3.133759, -7.096897, -0.877975], [4.593723, -6.371884, -0.565549], [1.440369, -0.252785, 4.456921], [1.705869, 0.592755, 3.387047], [3.002549, 0.741688, 2.981824], [0.780152, 1.171031, 2.797411], [0.616226, -0.014207, 4.949177], [2.182293, -0.506630, 5.112871], [3.813128, 0.345524, 3.540624], [3.162113, 1.101408, 2.096697], [-2.662038, -3.663240, 1.054283], [-3.022771, -4.167616, 2.254609], [-1.965352, -4.305600, 3.117717], [-4.204535, -4.377529, 2.502020], [-3.369896, -3.418224, 0.417092], [-1.711546, -3.524887, 0.756773], [-2.107854, -4.994041, 3.847689], [-1.056341, -4.263584, 2.764475], [1.357410, -1.397317, 0.989065], [0.199940, -1.941032, 1.427869], [-0.710367, -1.169519, 2.009019], [0.075096, -3.204884, 1.281261], [1.416375, -0.386544, 0.782314], [2.041040, -2.055967, 0.533199], [-1.428933, -1.722012, 2.464769], [-0.555051, -0.190409, 2.288992]],
  "forces_ev_per_a": [[-0.4, 1.4, -0.7], [0.3, -1.1, 0.4], [-0.4, -0.1, -1.8], [-0.1, -1.1, -0.8], [-0.6, -0.1, 0.5], [0.3, 1.4, 2.1], [-1.6, -0.6, -0.8], [-0.6, 0.6, 0.3], [-1.5, 0.5, 0.7], [-0.3, -0.3, 0.0], [0.0, -0.2, 0.3], [0.5, -0.3, 0.5], [-0.8, 0.2, 0.1], [0.9, -0.1, 1.3], [0.4, 0.6, 0.3], [-0.3, 0.6, 0.2], [0.0, 0.2, 0.2], [1.3, -1.6, -0.5], [-0.8, -0.3, -0.4], [0.4, 0.3, 0.6], [1.3, 0.3, -1.6], [0.3, -0.2, -0.2], [0.3, 0.3, -0.4], [1.1, -0.5, 0.1], [-0.1, 0.1, -1.7], [-0.2, -0.2, -0.3], [-0.2, 0.3, -0.5], [-0.3, -2.5, -0.2], [0.2, 2.3, -0.8], [1.7, -0.7, 2.3], [-0.1, -0.5, 0.4], [-0.5, -0.2, 1.2], [0.9, -0.5, -3.2], [-0.1, 0.8, 0.2], [-0.7, -0.4, 1.4], [0.8, -0.3, 0.7], [0.5, 0.5, -0.1], [0.1, -0.3, 0.5], [-0.1, -0.3, -0.7], [-0.6, 0.7, 0.7], [0.0, -0.6, 0.0], [-0.7, -0.7, -1.0], [-0.5, 0.6, -0.1], [0.4, 0.8, -0.3], [-0.4, 0.1, 0.1], [-1.3, 0.9, 0.6], [1.1, 0.2, 0.6], [-0.1, 0.0, -0.1], [1.5, 1.0, 0.0], [0.2, -1.8, -0.3], [-1.2, 0.4, -0.1], [0.0, 0.8, -1.3], [-1.2, -0.4, 0.9], [0.4, 1.4, 0.5], [1.2, -0.2, -0.4], [-1.3, 0.4, 0.4], [1.1, 0.6, 1.4], [-0.6, -0.4, 0.4], [-0.6, 0.1, 0.5], [0.0, 0.5, 0.2], [-0.2, 0.2, -0.5], [0.4, -0.6, -0.6], [0.7, 0.5, 1.9], [0.4, 0.1, -0.3], [-0.2, -0.5, -0.5], [0.0, -0.5, 0.6], [0.1, -0.4, -1.4], [-0.3, 0.0, 0.6], [0.3, 0.1, 0.0], [0.3, -1.1, -0.7], [-0.5, -0.2, -0.4], [-0.2, 0.1, -0.6], [-0.7, 0.4, -0.1], [-0.4, -1.8, -0.5], [0.2, -0.3, -0.4], [0.6, 1.2, 0.8], [0.3, 0.4, 0.4], [-0.2, -0.1, -0.2], [-0.6, 0.4, -0.1], [0.7, -0.3, 0.0], [-1.7, 0.1, 0.3], [0.7, -1.2, 0.6], [1.0, -0.3, -0.7], [0.3, 1.1, 0.1], [-0.3, 0.4, 0.0], [0.3, 0.1, -0.1], [-0.8, -0.3, 0.1], [0.4, 0.3, -0.1], [1.3, 0.1, 0.0], [0.7, 0.5, -0.2], [0.2, -1.6, 3.4], [0.1, -0.4, 0.2], [-1.0, 0.2, 0.2], [0.0, 0.1, -0.7], [-1.5, 0.4, -0.9], [0.2, 1.0, -1.9], [0.6, 0.2, -0.5], [-0.6, 0.3, -0.6], [-1.7, -0.8, 1.6], [0.5, -0.2, 0.6], [-0.9, 0.1, -0.5], [0.4, -0.1, 0.3], [-0.1, 0.3, -0.1], [1.5, 0.2, -0.9], [1.3, 0.4, -0.9], [1.3, -1.7, -0.6], [-0.6, -0.1, 0.3], [-0.2, 1.3, 0.5], [-0.1, -0.8, 0.2], [-1.3, 1.2, 0.6], [0.0, 0.6, -0.1], [0.1, -0.6, -0.1]],
  "lowdin_charge": [-0.1219, -0.2260, -0.1869, -0.1898, -0.0255, -0.2533, -0.2623, -0.1715, -0.0974, 0.0714, 0.0832, 0.1022, 0.1191, 0.1088, 0.1329, 0.0857, 0.1131, 0.0771, 0.1177, 0.1508, 0.0906, 0.0838, 0.0622, 0.1032, -0.0834, -0.2005, -0.2509, -0.1891, -0.0544, -0.2487, -0.2214, -0.1997, -0.0347, 0.0881, 0.0417, 0.1129, 0.1090, 0.1329, 0.1091, 0.1324, 0.1097, 0.0976, 0.1281, 0.1267, 0.1187, 0.0375, 0.0510, 0.0921, -0.0936, -0.2118, -0.1972, -0.2239, -0.0433, -0.1641, -0.1694, -0.2130, -0.0976, 0.0273, 0.0950, 0.0830, 0.1160, 0.1381, 0.1370, 0.1015, 0.0915, 0.0695, 0.1001, 0.1200, 0.1116, 0.1075, 0.0620, 0.0764, 0.1496, -0.6631, 0.1619, -0.0021, 0.0980, 0.1020, 0.0621, 0.0789, 0.1834, -0.7008, 0.1523, 0.0019, 0.0561, 0.1132, 0.0867, 0.0969, 0.1733, -0.6244, 0.1912, -0.0358, 0.0826, 0.1033, 0.0969, 0.0465, 0.1685, -0.7004, 0.1660, 0.0108, 0.0894, 0.0542, 0.1098, 0.0418, 0.1774, -0.6156, 0.2263, -0.0984, 0.0805, 0.1256, 0.0783, 0.0811],
  "orbital_gap_ev": 8.837,
  "smiles": "COCCNCCOC.COCCNCCOC.COCCNCCOC.NC(N)=O.NC(N)=O.NC(N)=O.NC(N)=O.NC(N)=O",
  "e_lumo_ev": 0.441,
  "homo_ev": -8.40,
  "relative_energy_kcal_mol": 23.2
}


# 2
{
  "formula": "C11H28ClIN6O11P",
  "method": "ωB97M-V with the def2-TZVPD basis set",
  "elements": ["C", "C", "I", "C", "P", "C", "N", "C", "C", "O", "Cl", "H", "H", "H", "H", "H", "H", "H", "H", "H", "H", "H", "H", "H", "C", "N", "O", "O", "H", "H", "H", "C", "N", "O", "O", "H", "H", "H", "C", "N", "O", "O", "H", "H", "H", "C", "N", "O", "O", "H", "H", "H", "C", "N", "O", "O", "H", "H", "H"],
  "xyz": [[3.552745, 2.759609, 2.753535], [3.315289, 2.276401, 1.310868], [5.133301, 1.517643, 0.454727], [2.297843, 1.130340, 1.213936], [0.565978, 1.522061, 1.517030], [-0.517097, 0.631531, 0.406876], [0.188587, 0.974245, 3.048620], [0.230767, 3.307683, 1.392850], [0.412827, 3.774209, -0.037978], [0.798593, 3.064728, -0.892176], [0.021837, 5.437473, -0.308632], [2.885429, 3.599159, 3.007150], [3.370865, 1.944529, 3.473391], [4.575188, 3.120286, 2.905620], [3.023543, 3.107801, 0.654402], [2.317950, 0.661480, 0.218723], [2.543934, 0.350355, 1.952172], [0.065006, 0.288325, -0.459863], [-0.892117, -0.245013, 0.956037], [-1.343418, 1.256874, 0.049746], [0.615066, 1.519439, 3.797601], [-0.816237, 0.946850, 3.225066], [-0.804887, 3.496230, 1.723420], [0.884789, 3.886207, 2.064123], [-1.644490, -2.916828, -1.322794], [-2.191984, -2.363427, -0.054739], [-3.012644, -1.464109, -0.116981], [-1.771966, -2.827211, 0.987534], [-2.116489, -2.407688, -2.153020], [-0.568342, -2.766427, -1.298028], [-1.873764, -3.977752, -1.336020], [2.035715, 4.104138, -3.879407], [2.591854, 2.722655, -3.843019], [3.737147, 2.579320, -3.466404], [1.851176, 1.827267, -4.196894], [2.804374, 4.787836, -3.539143], [1.744808, 4.302073, -4.906801], [1.161719, 4.115813, -3.233675], [-5.311122, -1.004449, 2.091741], [-5.905870, 0.230784, 2.670755], [-5.162883, 0.975089, 3.287435], [-7.085500, 0.422266, 2.478221], [-4.259637, -1.020767, 2.347574], [-5.840804, -1.857712, 2.505382], [-5.455813, -0.959368, 1.016786], [4.959397, -2.945597, 1.935605], [3.799068, -2.019944, 2.016898], [3.702866, -1.304201, 2.997257], [3.015797, -2.022347, 1.087397], [5.555299, -2.817937, 2.830952], [4.559954, -3.952038, 1.849933], [5.509431, -2.682327, 1.036419], [-4.175094, -5.375134, -5.076589], [-3.525722, -4.555361, -4.017822], [-2.380237, -4.189410, -4.195896], [-4.186569, -4.301577, -3.029597], [-3.463421, -5.512691, -5.881362], [-4.462468, -6.317007, -4.618579], [-5.059563, -4.834372, -5.400364]],
  "forces_ev_per_a": [[-0.2, 0.0, 0.1], [-0.1, 0.1, 0.1], [0.0, 0.1, 0.0], [0.1, 0.0, -0.1], [0.0, -0.2, 0.4], [0.0, -0.3, -0.2], [-0.3, 0.8, -0.1], [-0.2, 0.3, 0.1], [-0.3, 0.5, 1.3], [0.5, -0.9, -1.1], [-0.1, 0.3, 0.0], [0.1, -0.2, -0.1], [0.2, 0.2, -0.2], [-0.3, -0.1, -0.1], [0.2, -0.3, 0.2], [0.0, 0.2, 0.3], [-0.1, 0.1, -0.3], [-0.2, 0.2, 0.2], [0.0, 0.3, -0.2], [0.1, -0.2, 0.2], [0.1, -0.3, 0.0], [0.1, -0.2, 0.0], [0.3, 0.0, -0.1], [-0.2, -0.2, -0.2], [-0.1, 0.0, -0.1], [0.0, 0.0, 0.2], [0.2, 0.0, -0.1], [0.0, 0.1, -0.1], [0.0, 0.0, 0.0], [0.0, 0.0, 0.0], [0.0, 0.0, 0.0], [0.0, 0.1, 0.0], [0.0, -0.1, 0.0], [-0.1, 0.0, 0.0], [0.0, 0.1, 0.1], [0.0, 0.0, 0.0], [0.0, 0.0, 0.0], [0.0, 0.0, -0.1], [0.1, 0.0, 0.0], [0.0, 0.1, 0.0], [0.0, 0.0, -0.1], [0.1, 0.0, 0.1], [0.0, 0.0, 0.0], [-0.1, 0.0, 0.0], [0.0, 0.0, 0.0], [0.0, 0.0, 0.1], [0.0, 0.1, 0.0], [0.0, 0.0, -0.1], [0.0, 0.0, 0.1], [0.0, 0.0, 0.0], [0.0, 0.0, 0.0], [0.0, 0.0, 0.0], [0.0, 0.0, 0.0], [0.0, 0.0, 0.1], [-0.1, 0.0, 0.0], [0.1, 0.0, -0.1], [0.0, 0.0, 0.0], [0.0, 0.0, 0.0], [0.0, 0.0, 0.0]],
  "lowdin_charge": [-0.1520, -0.8126, 0.9210, -0.3718, 0.8793, -0.1349, -0.0534, -0.2326, -0.8998, 0.0508, 0.7750, 0.0693, 0.0853, 0.0628, 0.0603, 0.0799, 0.0592, 0.0794, 0.0526, 0.0829, 0.0817, 0.0843, 0.1191, 0.1002, 0.0448, -0.4408, 0.0400, 0.0615, 0.0851, 0.1034, 0.0982, 0.0435, -0.4527, 0.0548, 0.0592, 0.0971, 0.1040, 0.0709, 0.0357, -0.4527, 0.0415, 0.0784, 0.0764, 0.1048, 0.0934, 0.0617, -0.4379, 0.0426, 0.0477, 0.1004, 0.1068, 0.1049, 0.0562, -0.4411, 0.0604, 0.0597, 0.0974, 0.1042, 0.1044],
  "orbital_gap_ev": 9.478,
  "e_lumo_ev": -2.725,
  "homo_ev": -12.20,
  "total_charge": 1
}


# 3
{
  "formula": "C11H14BMnN7O",
  "method": "ωB97M-V with the def2-TZVPD basis set",
  "elements": ["H", "N", "B", "N", "C", "Mn", "H", "C", "H", "C", "H", "C", "H", "H", "H", "N", "N", "N", "N", "C", "C", "H", "H", "C", "C", "C", "C", "H", "H", "H", "H", "H", "O", "C", "N"],
  "xyz": [[-1.069025, -3.081662, -1.510577], [-0.467579, -1.061079, -1.203633], [0.173699, 1.369312, -1.513001], [-0.335763, 0.016670, -2.070758], [-0.643939, -0.359982, -3.322981], [-0.031018, -0.801240, 0.878342], [-0.565294, 0.355454, -4.127237], [-0.997266, -1.708835, -3.289321], [-1.267070, -2.320840, -4.123160], [-0.882410, -2.108579, -1.946746], [0.275065, 2.216932, -2.341513], [0.666636, -1.297710, 3.153991], [0.404640, -2.333314, 3.416922], [-0.169325, -0.627538, 3.411062], [1.552323, -0.986275, 3.728301], [1.506292, 1.052649, -0.788585], [-0.836157, 1.722549, -0.389224], [1.510683, 0.068539, 0.224322], [-1.028053, 0.868320, 0.694021], [2.750390, 1.521958, -0.947384], [-1.601669, 2.815042, -0.246091], [2.944232, 2.283275, -1.699450], [-1.566804, 3.588761, -0.997910], [3.596976, 0.866675, -0.057126], [-2.321375, 2.685237, 0.940573], [2.796446, -0.039659, 0.651144], [-1.955011, 1.455324, 1.494369], [4.659135, 1.008862, 0.064175], [-3.007932, 3.398921, 1.350121], [3.033187, -0.745923, 1.431793], [-2.291622, 0.983341, 2.411406], [1.060346, -1.271643, 2.065505], [-2.746306, -4.040526, 1.817567], [-1.964683, -3.180605, 1.556715], [-1.181751, -2.312411, 1.284369]],
  "forces_ev_per_a": [[0.1, 0.3, 0.1], [-0.5, 0.0, -2.2], [-0.4, -1.2, 0.7], [0.0, -1.2, 0.3], [0.0, -0.6, 0.6], [-3.0, -1.9, -0.9], [-0.1, -0.1, 0.0], [0.2, 0.4, 0.1], [-0.1, -0.1, -0.2], [0.4, 1.5, -0.2], [0.0, 0.1, 0.0], [1.3, -0.2, 0.3], [0.1, 0.5, -0.3], [0.3, -0.2, -0.5], [-0.3, 0.0, 0.0], [0.6, -1.3, 1.5], [-0.4, -0.1, 1.4], [4.5, 2.5, -1.8], [-2.0, 3.2, -0.3], [-0.2, -0.4, 0.2], [0.1, -0.8, 0.6], [0.0, -0.2, 0.3], [-0.1, 0.0, 0.1], [0.2, -0.2, 0.1], [-0.1, 0.1, -0.1], [-1.1, 1.1, -1.3], [1.0, 0.3, -1.3], [-0.1, 0.1, -0.1], [-0.2, 0.1, 0.0], [0.2, 0.1, -0.1], [0.1, 0.0, -0.3], [0.3, -0.6, 2.8], [0.3, 0.3, -0.1], [0.3, 0.5, -0.2], [-1.4, -1.8, 0.6]],
  "lowdin_charge": [0.1066, -0.0235, -0.4851, -0.0235, -0.0728, 0.6899, 0.1183, -0.0643, 0.0833, -0.1097, 0.1171, -0.0643, 0.0498, 0.0431, 0.0449, 0.0151, -0.0058, -0.0864, -0.0522, -0.0594, -0.0585, 0.1306, 0.1238, -0.0548, -0.0610, -0.0982, -0.0971, 0.0933, 0.0890, 0.1068, 0.1140, -0.0352, 0.0408, -0.4986, -0.0162],
  "orbital_gap_ev": [8.186, 9.421],
  "s2": 8.76,
  "spin_multiplicity": 6,
  "e_lumo_ev": [0.559, 0.486],
  "homo_ev": [-7.63, -8.93]
}


Calculated total energy for the records above, in order: -66800.1170; -73217.3942; -56110.9772 eV
Strongest force on any atom for the records above, in order: 3.8; 1.5; 5.5 eV Å⁻¹